Computed, not measured: C3H3Cl3 in the gas phase, with ωB97M-V with the def2-TZVPD basis set.

The calculation puts the lowest unoccupied orbital energy at 0.79 eV. For the orbital gap, the calculation gives 0.399 hartree. The total energy comes out at -1496.6376 Ha. The relative energy (zero: lowest compared OMol25 entry of this formula, charge and spin) is 0.725 eV. Its HOMO energy is -0.370 hartree. Its net charge is 0. As for the structure (SMILES): Cl[C@@H]1CC1(Cl)Cl.

Each line ends with the natural charge from an NBO analysis.
Positions of all 9 atoms, in Å:
Cl 0.36904 -0.03059 -2.30428  0.036
C -0.43098 0.54703 -0.89291  -0.289
C 0.09674 1.58173 0.01541  -0.418
C -0.14948 0.09674 0.48171  -0.073
Cl 1.29198 -0.80826 0.74632  0.039
Cl -1.43757 -0.22572 1.73862  -0.008
H -1.52153 0.53455 -0.94793  0.242
H -0.44549 2.39896 0.47990  0.241
H 1.07069 1.81115 -0.22832  0.230